Entry 1:
71
Properties=species:S:1:pos:R:3:mulliken_charge:R:1 method="wB97M-V/def2-TZVPD" gap_ev=7.66 spin_multiplicity=1 total_energy_ha=-12404.14059 homo_ev=-8.336 smiles="CN(C)B(O)c1cnc2c([PH2]=N)cccc2n1.ClC(Cl)Cl.ClC(Cl)Cl.ClC(Cl)Cl.ClC(Cl)Cl.ClC(Cl)Cl.ClC(Cl)Cl.ClC(Cl)Cl.ClC(Cl)Cl"
C 1.72 2.91 -0.17 -1.207
N 0.93 1.92 0.55 0.509
C -0.21 1.43 -0.24 -0.887
B 1.71 0.84 1.13 0.871
O 1.94 0.81 2.49 -0.848
C 2.33 -0.36 0.27 0.826
C 1.54 -1.49 -0.06 -0.938
N 1.96 -2.52 -0.74 -0.082
C 3.26 -2.44 -1.12 0.423
C 3.84 -3.52 -1.85 0.429
P 2.85 -5.00 -2.21 0.427
N 3.14 -6.15 -1.19 -0.774
C 5.15 -3.48 -2.25 -0.565
C 5.95 -2.35 -1.96 -0.745
C 5.40 -1.30 -1.27 -0.559
C 4.06 -1.32 -0.83 0.087
N 3.58 -0.27 -0.11 -0.520
H 1.08 3.71 -0.53 0.376
H 2.42 3.36 0.52 0.289
H 2.30 2.48 -0.99 0.287
H -0.50 0.42 0.04 0.340
H -0.05 1.54 -1.31 0.238
H -1.07 2.06 0.00 0.146
H 1.55 -0.02 2.81 0.004
H 0.51 -1.52 0.28 0.348
H 3.18 -5.33 -3.55 0.075
H 1.51 -4.60 -2.19 0.046
H 2.30 -6.43 -0.70 0.241
H 5.60 -4.31 -2.77 0.411
H 6.98 -2.29 -2.28 0.405
H 6.01 -0.44 -1.03 0.484
C 1.31 -0.57 -3.44 1.403
Cl 1.81 -1.74 -4.66 -0.143
Cl 1.85 1.05 -3.86 -0.126
Cl -0.44 -0.61 -3.20 -0.109
H 1.78 -0.85 -2.51 -1.160
C 0.18 5.21 2.22 0.257
Cl -0.37 6.27 3.52 -0.145
Cl -0.72 5.49 0.73 -0.112
Cl 1.91 5.37 1.94 -0.147
H -0.01 4.18 2.52 0.118
C -1.04 -1.38 5.01 0.778
Cl -2.14 -2.72 4.74 -0.077
Cl 0.43 -1.61 4.05 -0.150
Cl -1.79 0.17 4.63 -0.102
H -0.75 -1.37 6.06 -0.417
C -3.88 2.78 -1.14 0.315
Cl -3.17 1.27 -1.72 -0.057
Cl -4.00 2.78 0.62 -0.126
Cl -2.96 4.17 -1.71 -0.084
H -4.88 2.85 -1.55 -0.034
C -2.94 3.00 -5.72 0.122
Cl -4.36 2.04 -5.29 -0.101
Cl -1.53 2.47 -4.80 -0.003
Cl -2.62 2.92 -7.45 -0.139
H -3.14 4.03 -5.46 0.138
C -1.11 -5.67 1.84 -0.041
Cl -0.32 -7.13 1.24 -0.128
Cl -1.24 -5.70 3.60 -0.116
Cl -0.25 -4.23 1.29 -0.017
H -2.11 -5.64 1.43 0.295
C -2.16 -1.69 9.09 0.083
Cl -0.53 -1.70 8.40 -0.166
Cl -2.19 -0.77 10.60 -0.117
Cl -3.32 -1.03 7.94 -0.105
H -2.44 -2.71 9.31 0.289
C -6.82 4.97 -3.49 -0.058
Cl -7.47 5.76 -2.05 -0.113
Cl -5.14 5.46 -3.75 -0.083
Cl -6.98 3.22 -3.36 -0.126
H -7.40 5.30 -4.34 0.364

Entry 2:
58
Properties=species:S:1:pos:R:3:nbo_charge:R:1 method="wB97M-V/def2-TZVPD" gap_ev="5.13 / 5.14" spin_multiplicity=1 total_energy_ha=-3600.80394 homo_ev="-8.325 / -8.339" e_above_lowest_kcal_mol=16.9
Pt 0.69 0.96 0.36 0.862
C 2.35 -0.82 3.19 -0.651
C 1.22 -1.42 2.43 0.237
C 0.60 -2.64 2.69 -0.349
C -0.40 -2.77 1.76 0.229
C -1.37 -3.89 1.58 -0.643
N -0.38 -1.68 0.96 -0.327
N 0.63 -0.86 1.38 -0.343
B -1.27 -1.42 -0.28 0.528
N -0.44 -1.30 -1.58 -0.347
N 0.75 -0.65 -1.54 -0.329
C 1.38 -0.89 -2.68 0.173
C 2.73 -0.35 -3.01 -0.645
C 0.59 -1.72 -3.49 -0.353
C -0.55 -1.97 -2.75 0.203
C -1.74 -2.80 -3.09 -0.642
N -2.05 -0.09 -0.02 -0.318
N -1.38 0.96 0.50 -0.346
C -2.26 1.91 0.81 0.223
C -1.94 3.22 1.42 -0.656
C -3.54 1.45 0.47 -0.345
C -3.36 0.17 -0.04 0.217
C -4.38 -0.80 -0.53 -0.643
H 2.91 -1.60 3.70 0.222
H 1.99 -0.10 3.92 0.274
H 3.05 -0.28 2.55 0.223
H 0.85 -3.34 3.48 0.231
H -1.22 -4.62 2.36 0.230
H -1.24 -4.38 0.62 0.229
H -2.40 -3.53 1.63 0.230
H -2.05 -2.31 -0.41 -0.027
H 3.34 -0.21 -2.12 0.222
H 2.67 0.60 -3.55 0.220
H 3.26 -1.06 -3.66 0.231
H 0.82 -2.10 -4.47 0.226
H -1.61 -3.23 -4.08 0.229
H -2.65 -2.20 -3.10 0.222
H -1.88 -3.61 -2.38 0.228
H -1.27 3.12 2.28 0.271
H -2.86 3.68 1.77 0.223
H -1.45 3.90 0.71 0.230
H -4.46 1.98 0.61 0.231
H -5.37 -0.38 -0.42 0.231
H -4.34 -1.74 0.03 0.231
H -4.22 -1.03 -1.58 0.225
O 5.12 4.77 -2.93 -0.499
C 4.34 4.12 -2.32 0.225
S 2.57 4.27 -2.53 0.398
C 2.14 3.05 -1.37 -0.416
C 3.20 2.41 -0.70 -0.427
S 2.93 1.18 0.38 0.347
S 4.81 2.91 -1.09 0.405
S 0.56 2.60 -1.11 0.360
O 2.72 2.62 3.29 -0.862
Cl 1.33 2.91 3.06 2.555
O 0.83 3.83 4.03 -0.836
O 0.57 1.67 3.11 -0.901
O 1.16 3.48 1.74 -0.914

Entry 3:
47
Properties=species:S:1:pos:R:3:nbo_charge:R:1 method="wB97M-V/def2-TZVPD" gap_ev=9.47 spin_multiplicity=1 total_energy_ha=-1881.82411 homo_ev=-8.949 smiles=C[C@@H](I)CB(S)I.c1ccncc1.c1ccncc1.c1ccncc1
C -5.09 -0.45 -0.78 -0.635
C -5.34 -1.95 -0.91 -0.248
I -5.21 -2.47 -3.01 0.074
C -4.39 -2.76 0.00 -0.861
B -3.84 -4.11 -0.58 0.317
S -2.22 -4.30 -1.33 -0.169
I -4.96 -5.96 -0.44 -0.028
H -6.03 0.08 -0.88 0.217
H -4.40 -0.09 -1.53 0.222
H -4.67 -0.24 0.20 0.209
H -6.37 -2.13 -0.63 0.215
H -4.95 -3.01 0.89 0.251
H -3.57 -2.12 0.28 0.240
H -1.86 -3.03 -1.59 0.185
N 0.03 -1.51 -1.91 -0.445
C 0.25 -0.27 -1.46 0.037
C 1.44 0.41 -1.67 -0.249
C 2.44 -0.22 -2.38 -0.173
C 2.23 -1.50 -2.86 -0.268
C 1.00 -2.10 -2.60 0.034
H -0.55 0.18 -0.90 0.221
H 1.57 1.41 -1.28 0.222
H 3.39 0.29 -2.56 0.215
H 2.98 -2.03 -3.42 0.218
H 0.79 -3.10 -2.95 0.192
N -0.72 1.51 1.15 -0.433
C 0.38 1.80 1.84 0.025
C 0.45 2.84 2.76 -0.255
C -0.67 3.62 2.97 -0.169
C -1.83 3.33 2.26 -0.261
C -1.80 2.27 1.36 0.036
H 1.23 1.16 1.64 0.217
H 1.37 3.03 3.30 0.213
H -0.66 4.43 3.68 0.217
H -2.73 3.91 2.39 0.221
H -2.68 2.01 0.78 0.191
N 3.60 0.33 1.28 -0.426
C 3.91 1.55 1.72 0.033
C 5.11 2.18 1.44 -0.260
C 6.04 1.51 0.66 -0.166
C 5.73 0.24 0.20 -0.262
C 4.50 -0.30 0.54 0.039
H 3.16 2.04 2.32 0.184
H 5.31 3.18 1.82 0.221
H 6.99 1.97 0.42 0.219
H 6.43 -0.32 -0.40 0.222
H 4.21 -1.29 0.19 0.200

Entry 4:
51
Properties=species:S:1:pos:R:3:nbo_charge:R:1 method="wB97M-V/def2-TZVPD" gap_ev=7.27 spin_multiplicity=1 total_energy_ha=-2101.08570 homo_ev=-7.265 smiles="CCOCCc1cc(B(O)O)cc2c1Sc1ccccc1N2.O=S1(=O)OCCO1"
C 4.88 -2.43 -0.61 -0.669
C 4.16 -3.34 -1.77 -0.076
O 2.69 -3.20 -1.85 -0.562
C 2.33 -1.81 -2.25 -0.078
C 0.90 -1.75 -3.08 -0.488
C -0.19 -0.89 -2.21 0.013
C 0.22 0.60 -1.62 -0.232
C -0.83 1.51 -0.71 -0.381
B -0.27 2.99 -0.23 1.178
O -0.41 4.17 -1.17 -0.896
O 0.41 3.28 1.05 -0.921
C -2.33 0.91 -0.40 -0.244
C -2.82 -0.58 -0.96 0.167
C -1.73 -1.42 -1.85 -0.198
S -2.22 -3.11 -2.51 0.266
C -3.64 -3.63 -1.40 -0.208
C -3.97 -5.26 -1.32 -0.213
C -5.22 -5.78 -0.38 -0.248
C -6.07 -4.62 0.45 -0.225
C -5.72 -3.00 0.38 -0.259
C -4.46 -2.47 -0.59 0.162
N -4.24 -0.98 -0.63 -0.626
H 4.46 -1.34 -0.51 0.219
H 6.03 -2.33 -0.92 0.215
H 4.86 -2.92 0.47 0.223
H 4.60 -3.14 -2.85 0.176
H 4.37 -4.48 -1.48 0.202
H 3.17 -1.33 -2.94 0.173
H 2.33 -1.18 -1.25 0.199
H 1.06 -1.32 -4.18 0.242
H 0.58 -2.88 -3.25 0.260
H 1.29 1.01 -1.89 0.232
H -1.00 3.84 -1.93 0.493
H -0.25 3.35 1.80 0.508
H -3.05 1.60 0.24 0.230
H -3.28 -6.00 -1.93 0.248
H -5.47 -6.94 -0.32 0.246
H -6.98 -5.02 1.10 0.235
H -6.39 -2.27 1.02 0.238
H -4.39 -0.66 0.37 0.399
C 2.39 6.50 4.66 -0.101
C 3.47 6.09 3.66 -0.103
O 3.11 4.78 3.23 -0.675
S 1.49 4.65 3.24 2.483
O 1.01 4.88 1.89 -0.845
O 1.13 3.48 4.01 -0.886
O 1.17 5.98 4.13 -0.681
H 2.56 6.03 5.63 0.190
H 2.32 7.58 4.77 0.211
H 4.47 6.09 4.11 0.212
H 3.47 6.75 2.78 0.193